1.
{
  "formula": "C20H31NO3",
  "method": "the ωB97M-V functional and the def2-TZVPD basis",
  "species": ["C", "H", "H", "H", "C", "C", "C", "C", "C", "C", "C", "H", "H", "C", "H", "H", "C", "H", "H", "C", "O", "C", "H", "H", "C", "C", "N", "C", "H", "C", "O", "C", "C", "H", "H", "H", "H", "H", "H", "H", "H", "H", "H", "O", "H", "H", "H", "C", "H", "H", "H", "C", "H", "H", "H"],
  "coordinates": [[3.973, 2.726, 0.583], [4.825, 3.452, 0.783], [3.323, 2.782, 1.248], [3.506, 3.024, -0.451], [4.604, 1.175, 0.144], [3.461, 0.264, -0.077], [3.479, -0.479, -1.158], [2.558, -1.238, -1.790], [1.446, -1.472, -0.927], [1.478, -0.842, 0.357], [2.369, 0.305, 0.726], [2.238, 0.724, 1.547], [0.632, -1.145, 0.924], [0.446, -2.385, -1.191], [0.743, -3.028, -2.246], [-0.550, -1.957, -1.380], [0.092, -3.647, -0.078], [-0.013, -4.544, -0.469], [0.900, -3.362, 0.607], [-1.344, -3.187, 0.618], [-2.350, -3.106, -0.571], [-3.449, -2.246, 0.264], [-4.018, -2.875, 0.733], [-3.938, -1.764, -0.499], [-2.575, -1.214, 0.803], [-2.222, -0.003, 0.371], [-3.526, 0.431, -0.042], [-4.222, 1.395, 1.029], [-4.538, 0.447, 1.939], [-5.552, 1.746, 0.612], [-5.376, 2.837, -0.536], [-4.697, 2.122, -1.674], [-3.283, 1.651, -1.057], [-2.822, 1.012, -1.939], [-2.732, 2.384, -0.705], [-4.490, 3.137, -2.254], [-5.220, 1.328, -2.157], [-6.126, 2.326, 1.601], [-6.216, 0.993, 0.185], [-3.790, 2.183, 1.606], [-1.613, -0.285, -0.345], [-1.857, 0.671, 1.312], [-3.187, -1.299, 2.033], [-1.395, -2.193, 1.306], [-1.667, -4.023, 1.101], [2.812, -1.853, -2.620], [4.469, -0.317, -1.969], [5.826, 1.360, -0.703], [6.240, 0.657, -1.005], [6.290, 2.301, -0.338], [5.324, 1.910, -1.739], [5.237, 0.924, 1.561], [4.660, 0.871, 2.305], [5.732, -0.184, 1.579], [6.103, 1.510, 2.045]],
  "forces_ev_per_angstrom": [[6.701, -0.716, -10.232], [-0.950, -1.044, -0.203], [-5.732, -0.151, 6.074], [0.594, 0.028, 1.952], [0.964, 3.989, 5.815], [1.327, 3.239, 1.598], [5.201, -0.611, -7.749], [-1.906, -0.853, 3.098], [3.989, 2.630, 2.046], [0.353, 2.546, -1.273], [-1.800, -8.812, -7.412], [-0.937, 4.049, 7.135], [-0.490, 0.263, 1.035], [-3.577, -7.015, -3.560], [-0.969, 1.916, 2.687], [0.386, -0.008, -0.188], [-0.601, 9.369, 1.559], [0.002, -4.161, -1.824], [-0.211, -1.399, 0.399], [1.749, -7.426, -8.757], [-0.750, 1.647, 3.489], [6.156, 1.300, -7.033], [-2.721, -3.286, 3.597], [-1.818, 0.578, -1.871], [-2.617, -10.277, 12.050], [-1.216, 6.095, 4.372], [-1.393, 8.132, -0.965], [-0.883, -7.915, 2.950], [1.052, 2.935, -2.043], [-2.604, 4.748, -0.301], [-0.628, -3.483, 0.935], [2.890, 4.767, 3.023], [-4.263, -7.907, -5.311], [-0.175, 1.901, 1.442], [2.749, 3.492, 1.812], [-0.349, -2.748, 0.166], [-0.635, -0.341, -0.268], [1.543, -1.567, -3.171], [0.318, -0.141, 0.276], [1.404, 0.445, -0.349], [3.728, 0.540, -4.320], [0.139, -1.527, -2.649], [1.756, 1.450, -3.099], [-0.695, 9.979, 3.752], [-1.055, -2.919, 1.631], [-0.266, -0.025, -0.830], [-2.507, -0.414, 2.778], [-10.112, 14.892, 0.341], [7.451, -11.410, -4.260], [0.663, -1.427, 0.021], [1.425, -1.624, 2.052], [6.839, -3.454, -3.909], [-5.484, -0.374, 5.516], [-0.973, 2.131, -0.209], [-1.062, -0.027, -1.814]],
  "mulliken_charge": [-1.5062, 0.3937, 0.5359, 0.2797, 1.2936, 0.6308, 0.3378, -1.4354, 1.2647, -0.4860, -1.7108, 1.0441, 0.5610, -0.6810, 0.1142, 0.2792, -1.3065, 0.5756, 0.4512, -0.2093, -0.5181, -0.9261, 0.5037, 0.3173, 0.5265, -0.8999, 0.3758, -0.5690, 0.1889, -0.4764, -0.4008, -0.5893, -0.6823, 0.3183, 0.4674, 0.3237, 0.3234, 0.2695, 0.3086, 0.3621, 0.7233, 0.0456, 0.2382, -0.3878, 0.5279, 0.3582, -0.0313, -2.3737, 0.9041, 0.3573, 0.2948, -1.5699, 0.6614, 0.2636, 0.3387],
  "relative_energy_ev": 18.890,
  "e_lumo_ev": 0.471,
  "e_homo_ev": -8.4
}

2.
{
  "formula": "C20H31NO6",
  "method": "the ωB97M-V functional and the def2-TZVPD basis",
  "species": ["C", "C", "C", "C", "O", "C", "C", "O", "C", "C", "O", "O", "C", "C", "C", "C", "C", "C", "N", "C", "C", "C", "C", "C", "C", "O", "O", "H", "H", "H", "H", "H", "H", "H", "H", "H", "H", "H", "H", "H", "H", "H", "H", "H", "H", "H", "H", "H", "H", "H", "H", "H", "H", "H", "H", "H", "H", "H"],
  "coordinates": [[1.777, 4.746, -2.025], [1.105, 3.481, -2.540], [0.589, 2.621, -1.389], [-0.037, 1.341, -1.863], [0.089, 0.997, -3.046], [-0.801, 0.529, -0.924], [-1.488, -0.555, -1.419], [-1.516, -0.897, -2.683], [-2.285, -1.450, -0.514], [-1.301, -2.528, -0.057], [-0.584, -2.470, 0.908], [-1.349, -3.553, -0.894], [-0.372, -4.570, -0.716], [-2.929, -0.640, 0.621], [-3.677, -1.583, 1.567], [-3.925, 0.354, 0.017], [-1.831, 0.102, 1.384], [-0.748, 0.723, 0.527], [0.243, 1.359, 0.994], [0.571, 1.436, 2.386], [1.571, 0.306, 2.680], [2.799, 0.430, 1.772], [3.447, -0.902, 1.392], [2.555, -1.819, 0.556], [2.093, -1.292, -0.777], [1.224, -1.823, -1.426], [2.730, -0.208, -1.216], [2.623, 4.496, -1.389], [1.077, 5.342, -1.444], [2.138, 5.351, -2.854], [0.272, 3.745, -3.196], [1.814, 2.902, -3.134], [-0.138, 3.168, -0.787], [1.406, 2.360, -0.714], [-0.873, -0.290, -3.168], [-3.040, -1.954, -1.124], [0.605, -4.177, -1.001], [-0.345, -4.894, 0.327], [-0.663, -5.390, -1.367], [-4.126, -1.019, 2.382], [-2.999, -2.319, 1.994], [-4.468, -2.108, 1.036], [-3.421, 1.077, -0.619], [-4.438, 0.895, 0.809], [-4.672, -0.166, -0.579], [-1.346, -0.592, 2.073], [-2.280, 0.899, 1.984], [-0.288, 1.361, 3.066], [1.060, 2.403, 2.542], [1.065, -0.642, 2.498], [1.860, 0.338, 3.732], [2.494, 0.933, 0.856], [3.550, 1.055, 2.260], [4.359, -0.690, 0.830], [3.729, -1.443, 2.298], [1.648, -2.099, 1.097], [3.091, -2.751, 0.348], [2.360, 0.074, -2.070]],
  "forces_ev_per_angstrom": [[-0.101, -0.160, -0.136], [-0.082, -0.027, 0.169], [0.357, 0.285, -0.737], [-0.054, 0.059, 0.444], [0.005, -0.058, -0.182], [-0.264, -0.409, -0.578], [0.037, 0.469, -0.050], [0.091, -0.019, -0.160], [0.152, -0.066, -0.109], [-0.262, 0.036, 0.128], [-0.003, -0.025, 0.104], [-0.260, -0.035, -0.325], [0.397, -0.213, 0.211], [-0.045, -0.097, 0.090], [0.185, 0.108, -0.153], [0.161, -0.123, 0.007], [0.069, 0.006, 0.236], [-0.082, 0.014, 0.346], [0.075, -0.084, -0.304], [-0.146, -0.126, 0.371], [0.044, 0.300, -0.120], [0.041, -0.146, 0.082], [-0.057, 0.151, -0.089], [0.155, 0.176, 0.223], [-0.360, -0.445, -0.098], [-0.040, -0.075, -0.130], [0.484, 0.564, -0.042], [0.110, 0.034, 0.097], [-0.029, 0.121, 0.091], [0.063, 0.114, -0.018], [0.053, -0.045, -0.103], [-0.072, 0.007, -0.072], [0.035, -0.019, 0.126], [-0.099, 0.056, 0.016], [-0.096, -0.045, 0.302], [0.030, 0.119, 0.043], [-0.076, -0.049, 0.032], [-0.013, -0.015, -0.111], [-0.013, 0.049, 0.027], [-0.061, 0.051, 0.093], [0.049, -0.082, 0.094], [-0.132, -0.058, -0.049], [-0.025, 0.105, -0.064], [-0.046, 0.052, 0.092], [-0.118, -0.047, -0.080], [-0.046, 0.094, 0.033], [-0.040, -0.031, 0.020], [0.038, 0.061, -0.014], [-0.050, -0.039, 0.169], [-0.090, -0.080, 0.060], [-0.012, -0.080, 0.044], [0.123, 0.051, 0.067], [0.010, 0.062, -0.016], [0.072, -0.066, 0.078], [0.085, -0.043, -0.012], [0.076, -0.048, -0.143], [-0.089, -0.002, -0.053], [-0.133, -0.287, 0.056]],
  "mulliken_charge": [-1.3378, -0.3183, 0.1739, 0.7615, -0.8411, -0.0428, 0.1329, -0.6659, 0.4460, -0.0809, -0.6072, -0.3592, -0.6731, 1.5110, -2.1246, -1.8419, -1.8701, 0.3124, -0.2258, -1.0386, -0.3461, 0.2656, -1.3599, -0.1350, 0.5505, -0.6035, -0.5201, 0.3148, 0.3173, 0.4087, 0.3542, 0.2772, 0.4925, -0.3338, 0.4322, 0.8765, 0.2093, 0.3037, 0.2916, 0.4611, 0.3989, 0.4419, 0.3214, 0.4618, 0.4545, 0.2491, 0.8891, 0.3311, 0.4796, 0.0986, 0.4848, -0.3868, 0.3915, 0.4238, 0.3568, 0.0078, 0.5291, 0.4998],
  "relative_energy_ev": 0.184,
  "e_lumo_ev": 0.558,
  "e_homo_ev": -8.6,
  "smiles": "CCCC(=O)C1=C(O)[C@@H](C(=O)OC)C(C)(C)C/C1=N\\CCCCCC(=O)O"
}

3.
{
  "formula": "C20H31O16",
  "method": "the ωB97M-V functional and the def2-TZVPD basis",
  "species": ["O", "H", "C", "C", "C", "O", "C", "O", "O", "H", "H", "H", "H", "H", "H", "C", "C", "C", "O", "C", "O", "O", "H", "H", "H", "H", "H", "H", "C", "C", "C", "O", "C", "O", "O", "H", "H", "H", "H", "H", "H", "C", "C", "C", "O", "C", "O", "O", "H", "H", "H", "H", "H", "H", "C", "C", "C", "O", "C", "O", "O", "H", "H", "H", "H", "H", "H"],
  "coordinates": [[-0.027, 0.904, -0.253], [-0.548, 0.083, -0.156], [5.505, -2.834, -1.496], [5.291, -1.866, -0.342], [4.681, -2.521, 0.846], [5.426, -2.099, 1.989], [6.514, -1.467, 1.562], [7.423, -1.036, 2.317], [6.545, -1.483, 0.227], [5.927, -3.789, -1.184], [6.084, -2.302, -2.252], [4.553, -3.076, -1.968], [4.881, -0.921, -0.700], [4.803, -3.597, 0.721], [3.623, -2.264, 0.898], [2.637, 2.780, -5.429], [2.811, 1.309, -5.705], [1.506, 0.477, -5.515], [1.538, -0.362, -6.611], [2.332, 0.124, -7.551], [2.372, -0.223, -8.733], [2.899, 1.161, -7.084], [2.516, 3.048, -4.379], [1.762, 3.162, -5.955], [3.444, 3.415, -5.796], [3.736, 0.909, -5.290], [0.618, 1.105, -5.587], [1.561, -0.036, -4.555], [0.446, 2.443, 5.136], [1.862, 1.934, 5.061], [2.790, 2.752, 4.212], [3.917, 2.966, 5.004], [3.765, 2.503, 6.233], [4.637, 2.650, 7.090], [2.531, 1.963, 6.376], [-0.077, 2.454, 4.180], [0.461, 3.451, 5.550], [-0.098, 1.813, 5.841], [1.836, 0.884, 4.766], [2.233, 3.656, 3.964], [2.958, 2.124, 3.337], [-3.588, -4.002, 1.850], [-4.762, -3.995, 2.865], [-4.329, -3.814, 4.341], [-5.180, -2.874, 4.836], [-5.805, -2.282, 3.815], [-6.350, -1.235, 3.979], [-5.600, -2.889, 2.673], [-2.977, -4.889, 2.018], [-2.986, -3.113, 2.034], [-3.960, -3.877, 0.833], [-5.367, -4.871, 2.629], [-3.308, -3.495, 4.553], [-4.536, -4.743, 4.873], [-5.817, 2.781, -0.922], [-4.935, 2.393, -2.138], [-4.781, 0.882, -2.442], [-5.179, 0.783, -3.780], [-5.519, 1.941, -4.274], [-5.934, 2.191, -5.397], [-5.540, 2.869, -3.295], [-6.844, 2.416, -0.933], [-5.721, 3.840, -0.684], [-5.487, 2.213, -0.052], [-3.913, 2.769, -2.092], [-5.478, 0.272, -1.868], [-3.779, 0.535, -2.190]],
  "forces_ev_per_angstrom": [[-0.287, -0.522, 0.026], [0.314, 0.466, -0.047], [-0.385, 0.641, -0.216], [1.023, -0.060, -0.407], [-1.416, -0.550, 0.015], [-0.865, 0.204, 0.148], [3.683, 0.896, 2.518], [-3.447, -1.410, -2.982], [1.594, 0.751, -0.254], [0.401, 0.266, 0.028], [0.294, -0.422, -0.040], [-0.212, 0.142, 0.089], [-0.654, -0.219, 0.135], [-0.135, -0.100, 0.363], [0.047, -0.084, 0.597], [-0.125, 0.945, 0.203], [-1.345, 0.593, 0.570], [1.191, 1.164, 1.897], [-0.927, -2.759, -0.369], [-1.686, -1.492, -4.039], [0.101, 0.141, 2.771], [3.284, 2.938, -1.468], [-0.043, -0.415, 0.115], [-0.204, -0.230, 0.021], [0.378, -0.409, -0.062], [-0.249, -0.249, 0.455], [0.041, 0.100, 0.238], [-0.463, -0.329, -0.245], [0.102, 0.112, 0.921], [-0.259, -0.850, 0.997], [-1.525, -0.736, -0.706], [1.104, 0.566, -1.020], [1.344, 0.581, 2.313], [-2.489, -0.801, -1.748], [0.119, 0.073, -0.065], [0.267, -0.154, -0.088], [-0.096, 0.139, -0.062], [-0.207, 0.020, -0.105], [0.190, -0.031, -0.018], [0.724, 0.394, -0.231], [0.693, 0.663, -0.287], [-0.650, 0.987, 0.920], [1.733, -0.750, -0.977], [0.551, -2.640, -0.238], [-1.030, 0.762, 0.756], [-0.122, 2.669, 1.214], [-0.839, -0.065, -0.492], [-0.376, 0.223, -1.145], [-0.086, -0.018, -0.319], [0.225, -0.039, 0.073], [0.010, -0.533, 0.010], [-0.028, -0.257, 0.647], [0.209, -0.135, -0.578], [0.408, -0.171, 0.113], [1.113, -0.943, 0.315], [-0.209, -0.692, 1.380], [-0.711, 0.230, 1.915], [1.052, -1.707, -1.100], [-2.275, 2.173, -2.051], [1.201, -0.949, 1.948], [-0.126, 0.863, -1.300], [-0.185, 0.438, -0.936], [-0.288, -0.094, -0.149], [0.684, 0.192, 0.183], [-0.152, 0.535, 0.413], [-0.078, 0.004, 0.142], [0.097, -0.054, -0.708]],
  "mulliken_charge": [-1.0610, 0.0862, -1.4030, 0.4148, -0.4747, -0.3097, 0.7049, -0.6120, -0.3418, 0.3685, 0.3289, 0.3927, 0.2966, 0.2800, 0.3490, -1.4347, 0.4149, -0.4476, -0.3258, 0.7398, -0.6214, -0.3312, 0.3984, 0.3388, 0.3471, 0.2801, 0.2852, 0.3512, -1.5009, 0.4676, -0.3912, -0.3092, 0.6979, -0.5955, -0.3633, 0.4065, 0.3641, 0.3478, 0.2365, 0.3008, 0.3332, -1.3759, 0.4283, -0.4044, -0.3245, 0.6691, -0.5461, -0.3417, 0.3509, 0.3656, 0.3486, 0.2684, 0.2959, 0.2641, -1.3918, 0.4024, -0.4099, -0.3257, 0.6975, -0.5985, -0.3352, 0.3549, 0.3206, 0.4119, 0.2903, 0.2366, 0.3402],
  "relative_energy_ev": 3.422,
  "e_lumo_ev": 1.930,
  "e_homo_ev": -3.4,
  "total_charge": -1
}

Number 1: gap between HOMO and LUMO 8.8246 eV. Number 2: gap between HOMO and LUMO 9.1160 eV. Number 3: gap between HOMO and LUMO 5.3387 eV.